Formula: C40H55BCl60N
Source: OMol25
Level of theory: the ωB97M-V functional and the def2-TZVPD basis

Geometry as ORCA input:
```
! RIJCOSX wB97M-V def2-TZVPD def2/J DEFGRID3
* xyz -1 1
C 3.00 -5.37 3.10
C 1.99 -5.06 4.39
C 1.35 -3.54 4.11
C -0.15 -3.35 4.73
C -1.22 -2.59 3.75
C -0.66 -1.23 3.02
C -1.53 -1.04 1.64
C -0.84 -0.05 0.52
C 0.74 -0.40 0.21
C 1.80 0.62 0.94
B 3.13 -0.11 1.58
C 3.81 1.00 2.64
C 4.94 0.28 3.64
C 4.48 -0.80 4.83
N 6.28 0.54 3.53
C 4.33 -0.44 0.48
C 3.82 -1.45 -0.75
C 3.66 -3.04 -0.32
C 3.20 -4.11 -1.48
C 2.88 -3.50 -2.97
C 3.02 -1.93 -3.43
C 3.52 -0.85 -2.26
H 3.69 -4.43 2.89
H 2.30 -5.45 2.13
H 3.62 -6.36 3.27
H 1.17 -5.88 4.52
H 2.65 -5.09 5.37
H 1.44 -3.21 2.99
H 2.07 -2.80 4.71
H -0.58 -4.45 4.90
H -0.18 -2.83 5.79
H -2.15 -2.24 4.41
H -1.62 -3.30 2.92
H 0.50 -1.19 2.87
H -0.94 -0.32 3.72
H -2.54 -0.50 1.97
H -1.87 -2.05 1.13
H -1.43 -0.21 -0.49
H -0.99 1.10 0.81
H 0.93 -1.51 0.58
H 0.97 -0.42 -0.96
H 1.23 1.14 1.84
H 2.06 1.49 0.18
H 2.87 -1.06 2.26
H 2.99 1.57 3.25
H 4.35 1.79 1.94
H 3.77 -0.23 5.59
H 3.91 -1.67 4.25
H 5.40 -1.24 5.41
H 6.84 0.00 4.24
H 4.86 0.51 0.05
H 5.16 -1.05 1.08
H 3.89 -3.37 0.79
H 3.11 -5.25 -1.21
H 2.53 -4.27 -3.80
H 2.79 -1.56 -4.52
H 3.67 0.29 -2.52
C 0.92 4.36 -1.73
Cl -0.70 3.83 -1.26
Cl 1.73 5.16 -0.37
Cl 1.89 3.00 -2.31
H 0.82 5.09 -2.54
C 1.88 7.83 -3.86
Cl 0.26 7.29 -3.39
Cl 2.69 8.62 -2.50
Cl 2.85 6.46 -4.44
H 1.78 8.55 -4.67
C 4.80 0.17 -6.04
Cl 5.68 1.05 -7.30
Cl 4.49 1.22 -4.65
Cl 3.29 -0.48 -6.68
H 5.42 -0.67 -5.70
C 5.08 -6.98 -4.08
Cl 6.76 -7.41 -3.72
Cl 4.06 -8.43 -4.09
Cl 4.47 -5.80 -2.91
H 5.05 -6.53 -5.08
C -3.86 1.19 5.11
Cl -4.65 -0.38 5.30
Cl -2.33 1.23 6.01
Cl -3.58 1.55 3.40
H -4.52 1.96 5.52
C -4.48 -0.87 -2.09
Cl -4.81 -2.44 -1.33
Cl -4.14 0.36 -0.86
Cl -3.13 -1.01 -3.23
H -5.38 -0.57 -2.65
C -7.93 -2.05 6.34
Cl -7.54 -2.41 8.03
Cl -6.85 -2.93 5.25
Cl -9.62 -2.45 6.00
H -7.79 -0.98 6.18
C 6.78 6.37 -4.49
Cl 6.17 4.72 -4.69
Cl 8.53 6.43 -4.79
Cl 5.93 7.48 -5.58
H 6.59 6.69 -3.46
C 9.28 4.98 -8.29
Cl 8.67 3.33 -8.49
Cl 11.03 5.04 -8.59
Cl 8.43 6.09 -9.38
H 9.10 5.30 -7.26
C -5.30 3.88 -2.98
Cl -6.09 2.31 -2.79
Cl -3.77 3.92 -2.08
Cl -5.03 4.24 -4.69
H -5.96 4.65 -2.57
C -11.37 0.27 8.87
Cl -11.98 -1.38 8.68
Cl -9.63 0.33 8.58
Cl -12.23 1.38 7.78
H -11.56 0.59 9.90
C -3.31 5.59 -8.29
Cl -4.93 5.05 -7.82
Cl -2.50 6.39 -6.93
Cl -2.35 4.23 -8.87
H -3.41 6.32 -9.10
C 9.05 -5.25 -1.47
Cl 9.68 -6.18 -2.84
Cl 7.27 -5.28 -1.48
Cl 9.67 -5.90 0.06
H 9.38 -4.22 -1.57
C 6.26 10.25 -2.90
Cl 5.93 8.68 -2.14
Cl 6.60 11.48 -1.68
Cl 7.61 10.11 -4.04
H 5.37 10.55 -3.46
C -9.13 -6.31 5.20
Cl -8.49 -7.23 3.83
Cl -10.90 -6.33 5.20
Cl -8.50 -6.95 6.73
H -8.79 -5.27 5.11
C 8.07 -11.08 -3.04
Cl 7.35 -11.07 -4.66
Cl 8.61 -9.45 -2.58
Cl 6.91 -11.71 -1.85
H 8.94 -11.74 -3.06
C -1.72 8.25 -11.41
Cl -3.34 7.72 -10.94
Cl -0.91 9.05 -10.05
Cl -0.75 6.89 -11.99
H -1.82 8.98 -12.23
C -13.56 1.75 4.05
Cl -13.81 2.88 5.40
Cl -13.20 2.62 2.56
Cl -12.26 0.60 4.43
H -14.49 1.18 3.91
C -4.92 -6.75 4.53
Cl -5.17 -5.62 5.87
Cl -4.56 -5.87 3.03
Cl -3.62 -7.89 4.91
H -5.85 -7.32 4.38
C -10.62 5.27 5.46
Cl -10.95 3.71 6.23
Cl -10.28 6.51 6.69
Cl -9.27 5.14 4.32
H -11.51 5.58 4.91
*
```

* total energy: -29247.6675 Ha
* HOMO level: -4.86 eV

Atomic partial charges in e from the Mulliken method, atoms 1 to 2:
1. C -0.714
2. C -0.490


Formula: C40H55N3P3SeY
Source: OMol25
Level of theory: the ωB97M-V functional and the def2-TZVPD basis

Geometry as ORCA input:
```
! RIJCOSX wB97M-V def2-TZVPD def2/J DEFGRID3
* xyz 2 1
Y 13.99 12.98 7.82
C 14.41 16.10 5.54
C 15.12 16.86 6.66
C 14.37 18.22 6.88
P 15.16 15.69 8.10
C 16.79 16.01 8.90
C 16.84 15.49 10.36
C 17.30 17.47 8.92
C 13.89 16.17 9.30
C 14.00 17.18 10.22
C 13.06 17.37 11.21
C 11.97 16.51 11.31
C 11.85 15.50 10.38
C 12.70 15.38 9.29
N 12.39 14.46 8.24
C 11.29 14.81 7.42
C 10.76 16.10 7.38
C 9.60 16.36 6.59
C 9.03 15.39 5.81
C 9.60 14.12 5.79
C 10.71 13.83 6.60
P 11.47 12.18 6.83
C 10.59 11.49 8.35
C 11.42 11.52 9.66
C 9.25 12.20 8.61
C 11.00 11.06 5.45
C 11.49 11.60 4.09
C 9.51 10.64 5.34
H 14.37 16.69 4.63
H 13.39 15.87 5.85
H 14.91 15.17 5.23
H 16.16 17.01 6.42
H 13.47 17.99 7.44
H 14.14 18.73 5.98
H 14.96 18.94 7.47
H 17.49 15.40 8.31
H 16.28 16.18 11.03
H 17.85 15.49 10.70
H 16.42 14.49 10.47
H 16.68 18.12 9.56
H 17.30 17.89 7.92
H 18.32 17.45 9.29
H 14.85 17.83 10.27
H 13.18 18.22 11.92
H 11.22 16.75 12.07
H 11.01 14.82 10.41
H 11.23 16.91 7.96
H 9.15 17.34 6.60
H 8.26 15.65 5.10
H 9.22 13.42 5.07
H 10.37 10.43 8.09
H 11.63 12.56 9.94
H 12.37 10.99 9.61
H 10.87 11.06 10.49
H 9.44 13.23 8.94
H 8.71 11.72 9.44
H 8.57 12.22 7.75
H 11.61 10.16 5.70
H 10.95 12.51 3.85
H 11.30 10.87 3.29
H 12.56 11.81 4.05
H 8.93 11.53 5.05
H 9.04 10.26 6.26
H 9.43 9.90 4.55
C 19.01 11.84 8.95
N 19.10 12.89 7.93
C 18.07 13.13 7.09
Se 16.51 12.05 6.89
N 18.47 14.08 6.26
C 19.79 14.48 6.55
C 20.62 15.43 5.99
C 21.88 15.54 6.55
C 22.35 14.71 7.60
C 21.46 13.79 8.14
C 20.20 13.68 7.61
H 18.85 10.87 8.46
H 18.17 12.06 9.63
H 19.90 11.87 9.56
H 17.91 14.50 5.52
H 20.33 16.03 5.15
H 22.59 16.23 6.09
H 23.32 14.85 8.03
H 21.71 13.13 8.94
C 12.94 8.70 8.22
P 14.29 9.89 7.86
C 14.49 9.63 6.03
C 15.72 9.15 8.60
C 16.54 8.25 7.90
C 17.71 7.74 8.47
C 18.05 8.02 9.80
C 17.22 8.91 10.51
C 16.10 9.49 9.91
H 13.25 7.83 7.68
H 11.98 8.99 7.71
H 12.80 8.47 9.30
H 14.48 8.58 5.73
H 15.41 10.07 5.65
H 13.64 10.08 5.50
H 16.28 7.98 6.86
H 18.29 7.04 7.85
H 18.89 7.58 10.29
H 17.44 9.14 11.56
H 15.48 10.14 10.55
*
```

* total energy: -5184.9203 Ha
* HOMO level: -12.27 eV

Atomic partial charges in e from the Mulliken method, atoms 1 to 2:
1. Y -0.060
2. C -1.511